# 1
Computed, not measured: a single C19H22N4O5S molecule, with the ωB97M-V functional and the def2-TZVPD basis.

Output
- Total charge: 0
- Gap between HOMO and LUMO: 0.3195 hartree
- SMILES: COc1ccccc1/C=N/NC(=O)CNC(=O)c1ccc(S(=O)(=O)N(C)C)cc1

```
51
C19H22N4O5S | the OMol25 dataset | the ωB97M-V functional and the def2-TZVPD basis
C 0.4740 0.0635 -2.5183
H -0.4779 -0.3517 -2.1763
O 1.1942 0.6720 -1.4666
C 0.6504 1.7509 -0.8486
C -0.6514 2.1906 -1.0701
C -1.1381 3.3100 -0.4193
C -0.3330 4.0270 0.4506
C 0.9572 3.5990 0.6809
C 1.4716 2.4581 0.0593
C 2.8173 2.0583 0.3974
N 3.3171 0.9323 0.0747
N 4.5623 0.6235 0.4719
C 5.2010 -0.5697 0.2754
O 6.3367 -0.7016 0.6726
C 4.4737 -1.6696 -0.4851
N 3.0400 -1.6451 -0.3987
C 2.3125 -2.6660 0.0987
O 2.7609 -3.7470 0.4186
C 0.8510 -2.3164 0.1440
C 0.4319 -1.1286 0.7383
C -0.8944 -0.7468 0.6544
C -1.7879 -1.5593 -0.0195
C -1.4011 -2.7730 -0.5549
C -0.0741 -3.1593 -0.4603
H 0.2614 -4.0957 -0.8788
H -2.1396 -3.3811 -1.0533
S -3.4085 -0.9003 -0.3828
O -4.3005 -1.9605 -0.7582
O -3.2087 0.1673 -1.3248
N -3.8375 -0.2093 1.0943
C -4.1898 -1.2337 2.0499
H -4.2811 -0.7855 3.0386
H -5.1284 -1.7325 1.7846
H -3.3913 -1.9737 2.0622
C -4.8000 0.8639 0.9763
H -5.8174 0.4906 0.8144
H -4.5022 1.4705 0.1246
H -4.7758 1.4668 1.8844
H -1.2455 0.1824 1.0744
H 1.1447 -0.4981 1.2472
H 2.5988 -0.7541 -0.6041
H 4.8237 -2.6325 -0.1002
H 4.7947 -1.5851 -1.5328
H 5.1053 1.3181 0.9961
H 3.3937 2.7786 0.9924
H 1.5904 4.1456 1.3649
H -0.7097 4.9083 0.9463
H -2.1553 3.6201 -0.6023
H -1.3134 1.6471 -1.7237
H 1.1106 -0.7424 -2.8802
H 0.2876 0.7738 -3.3286
```

Here are the Löwdin charges for atoms 1 to 5, given in e: number 1, C, carries -0.04; number 2, H, carries 0.08; number 3, O, carries -0.12; number 4, C, carries -0.22; number 5, C, carries -0.02

---

# 2
Computed, not measured: a molecular structure, C19H22N5OPtSeSi, with the ωB97M-V functional and the def2-TZVPD basis.

Output
- Total charge: -1
- Gap between HOMO and LUMO: 0.2219 hartree

```
50
C19H22N5OPtSeSi | the OMol25 dataset | the ωB97M-V functional and the def2-TZVPD basis
Pt -0.2312 0.3426 -0.0236
O 1.6627 0.5323 -0.7853
C 2.5522 1.3118 -0.2313
C 3.8822 0.8461 -0.1200
C 4.9011 1.6402 0.3494
C 4.6469 2.9556 0.7459
C 3.3521 3.4201 0.6776
C 2.2976 2.6260 0.2161
C 0.9382 3.1408 0.2077
N -0.1553 2.5069 -0.1749
C -1.2151 3.3602 0.0257
C -0.7632 4.5394 0.5116
N 0.6023 4.3865 0.6195
H 4.0675 -0.1753 -0.4281
H 5.9062 1.2412 0.4168
H 5.4419 3.5933 1.1080
H 3.1656 4.4438 0.9872
H -2.2191 3.0719 -0.2194
H -1.2646 5.4489 0.7894
H 1.2408 5.0700 0.9817
C -3.6046 1.3887 1.2675
C -3.4031 -0.0294 0.8300
C -4.4041 -0.9754 0.9137
C -4.1296 -2.2844 0.4867
C -2.8951 -2.6162 -0.0024
C -1.9068 -1.6042 -0.0750
N -2.2063 -0.3465 0.3300
N -0.6479 -1.6812 -0.4686
Si 0.1850 -2.8217 -1.4417
C 2.0152 -2.6401 -1.1633
C -0.2236 -2.4971 -3.2450
C -0.2262 -4.6336 -1.1273
H -4.4656 1.4751 1.9286
H -3.7745 2.0225 0.3943
H -2.7087 1.7474 1.7761
H -5.3742 -0.7086 1.3081
H -4.8993 -3.0431 0.5684
H -2.6466 -3.6252 -0.2996
H 2.2784 -1.5850 -1.0659
H 2.5736 -3.0651 -2.0040
H 2.3247 -3.1574 -0.2509
H -0.0402 -1.4464 -3.4845
H -1.2759 -2.7113 -3.4546
H 0.3879 -3.1128 -3.9127
H -0.2834 -4.8525 -0.0572
H 0.5725 -5.2502 -1.5501
H -1.1663 -4.9464 -1.5905
Se 0.5893 -1.5040 4.3912
C 0.3508 -0.2982 3.0905
N 0.1956 0.5001 2.2544
```

Here are the Löwdin charges for atoms 1 to 5, given in e: number 1, Pt, carries 1.13; number 2, O, carries -0.27; number 3, C, carries -0.36; number 4, C, carries -0.01; number 5, C, carries -0.10

---

# 3
Computed, not measured: a molecular structure, C19H22N6O4SSn, with the ωB97M-V functional and the def2-TZVPD basis.

Output
- Total charge: +2
- Gap between HOMO and LUMO (spin up / spin down): 0.2068 / 0.2083 hartree

```
53
C19H22N6O4SSn | the OMol25 dataset | the ωB97M-V functional and the def2-TZVPD basis
Sn 1.3781 -0.6049 0.1594
N -3.8344 -6.1714 -2.2035
C -3.1651 -5.0352 -2.1074
C -1.8998 -5.0078 -1.4365
C -1.2052 -3.8373 -1.3649
C -1.7462 -2.6756 -1.9446
C -2.9929 -2.6783 -2.5967
C -3.7006 -3.8393 -2.6828
S -0.7878 -1.1704 -1.9340
O -1.3146 -0.3452 -2.9675
O 0.5992 -1.6167 -2.0171
N -0.8387 -0.5517 -0.4579
C -1.9752 0.1843 -0.0892
N -3.1283 -0.1561 -0.6579
C -4.1913 0.5745 -0.3331
C -4.1223 1.6207 0.5712
C -2.8881 1.8505 1.1440
N -1.8032 1.1384 0.8239
H -3.4721 -7.0335 -1.8190
H -4.7233 -6.2213 -2.6834
H -1.5045 -5.9219 -1.0124
H -0.2352 -3.7971 -0.8874
H -3.3556 -1.7595 -3.0339
H -4.6550 -3.8779 -3.1922
H -5.1272 0.3022 -0.8067
H -4.9882 2.2113 0.8285
H -2.7508 2.6291 1.8854
N 0.6033 0.3568 2.2871
C 0.2547 -0.5477 3.3983
C -1.0199 -1.3331 3.1584
C -0.7614 -2.4236 2.0110
O -1.8496 -3.0216 1.8626
O 0.3338 -2.5292 1.4935
H 1.3735 0.9461 2.5927
H -0.1934 0.9575 2.0467
H 0.0640 0.0273 4.3110
H 1.0933 -1.2124 3.5985
H -1.8456 -0.7070 2.8252
H -1.3282 -1.8707 4.0520
C 1.7000 5.3823 -2.7049
C 1.5514 4.0574 -2.0277
C 1.6321 2.8587 -2.7292
C 1.5122 1.6600 -2.0571
N 1.3083 1.5874 -0.7347
C 1.2252 2.7380 -0.0513
C 1.3399 3.9710 -0.6503
H 1.6980 5.2818 -3.7875
H 2.6409 5.8482 -2.4065
H 0.8964 6.0581 -2.4124
H 1.7921 2.8523 -3.7986
H 1.5792 0.7197 -2.5932
H 1.0554 2.6698 1.0156
H 1.2667 4.8658 -0.0465
```

Here are the Löwdin charges for atoms 1 to 5, given in e: number 1, Sn, carries 1.40; number 2, N, carries 0.27; number 3, C, carries -0.23; number 4, C, carries 0.05; number 5, C, carries -0.01

---

# 4
Computed, not measured: a molecular structure, C19H23Br33F3N3O4, with the ωB97M-V functional and the def2-TZVPD basis.

Output
- Total charge: 0
- Gap between HOMO and LUMO: 0.2797 hartree

```
85
C19H23Br33F3N3O4 | the OMol25 dataset | the ωB97M-V functional and the def2-TZVPD basis
N 6.0815 -3.0778 -1.1874
C 5.3321 -2.0678 -1.6385
N 4.3851 -2.3270 -2.5803
C 3.2718 -1.3500 -2.3381
C 2.0030 -1.5897 -3.1266
C 0.8602 -1.3658 -2.1266
O -0.3857 -1.1289 -2.7412
C -1.3769 -1.1005 -1.7228
C -1.9313 -2.4941 -1.4275
F -2.0271 -3.2449 -2.5277
F -3.1730 -2.3469 -0.9071
F -1.2072 -3.1663 -0.5068
O 3.8045 -0.0904 -2.5801
C 4.6544 0.2501 -1.5054
C 3.8719 0.8217 -0.3247
O 3.3034 1.9124 -0.5505
O 3.8401 0.2218 0.7585
N 5.5326 -0.8613 -1.1085
H 6.9252 -2.9080 -0.6661
H 5.7831 -4.0299 -1.3088
H 4.0272 -3.2716 -2.4756
H 3.0268 -1.4507 -1.2697
H 1.9736 -2.6506 -3.3909
H 1.9159 -0.9790 -4.0213
H 1.1587 -0.5266 -1.4792
H 0.8514 -2.2450 -1.4720
H -0.8927 -0.7375 -0.8110
H -2.1784 -0.4130 -1.9773
H 5.2923 1.0537 -1.8611
H 5.5950 -0.9279 -0.0856
C 2.0197 4.2023 2.6917
Br 2.6979 3.0573 1.2344
Br 3.4467 5.0744 3.6737
Br 0.7294 5.4849 2.0360
H 1.4983 3.5743 3.4027
C -0.0895 2.1876 -3.1411
Br -1.3268 2.9523 -4.4043
Br 1.7263 2.2017 -3.7920
Br -0.2156 3.0262 -1.4120
H -0.3687 1.1510 -3.0147
C -5.7632 -4.5462 1.0937
Br -7.0024 -6.0207 1.1508
Br -6.2623 -3.2504 -0.2348
Br -5.5317 -3.7437 2.8248
H -4.8041 -4.9476 0.7996
C 5.8198 8.6145 4.2048
Br 5.9919 6.8199 4.8765
Br 6.5499 8.7790 2.4314
Br 3.9984 9.2267 4.2848
H 6.4021 9.2547 4.8505
C -8.8953 -0.2252 1.3072
Br -10.1536 -1.6806 1.3657
Br -9.3805 1.0789 -0.0238
Br -8.6547 0.5766 3.0386
H -7.9421 -0.6412 1.0123
C 5.9833 0.2082 3.9514
Br 6.7076 -0.2374 2.2098
Br 6.7373 1.8469 4.6135
Br 4.0610 0.2541 3.9816
H 6.2985 -0.5809 4.6176
C 5.4353 2.3247 -5.8711
Br 4.6852 1.6644 -4.2207
Br 4.3446 1.8229 -7.3761
Br 5.7520 4.2249 -5.8213
H 6.3957 1.8476 -5.9999
C 0.2818 -1.6875 3.7804
Br -0.5339 -2.4806 5.3322
Br -0.8084 -1.8790 2.2065
Br 0.7573 0.1475 4.0666
H 1.1988 -2.2269 3.5905
C -7.2892 0.4590 7.2659
Br -6.5205 2.2220 7.2839
Br -9.1473 0.4980 6.7649
Br -6.2775 -0.7420 6.1536
H -7.2399 0.0787 8.2755
C -6.5942 -8.9573 -1.2350
Br -7.8625 -8.5010 -2.6066
Br -7.2306 -10.3957 -0.1266
Br -4.8569 -9.3414 -1.9712
H -6.4868 -8.0908 -0.5995
C -4.5616 5.6003 -3.9065
Br -3.0373 5.5174 -2.7427
Br -4.0795 5.2202 -5.7349
Br -5.9852 4.4553 -3.2978
H -4.9347 6.6134 -3.8808
```

Here are the Löwdin charges for atoms 1 to 5, given in e: number 1, N, carries 0.22; number 2, C, carries -0.35; number 3, N, carries 0.18; number 4, C, carries -0.33; number 5, C, carries -0.05

---

# 5
Computed, not measured: a single C19H23F3N2O3S2 molecule, with the ωB97M-V functional and the def2-TZVPD basis.

Output
- Total charge: 0
- Gap between HOMO and LUMO: 0.2811 hartree
- SMILES: C#CC1=C(CCCSC(=S)N(CC)CC)C(=O)C(N)=C(C[C@@H](O)C(F)(F)F)C1=O

```
52
C19H23F3N2O3S2 | the OMol25 dataset | the ωB97M-V functional and the def2-TZVPD basis
C 1.5568 -2.4999 -3.7232
C 1.7597 -2.0414 -2.6324
C 2.1944 -1.6085 -1.3403
C 1.8365 -2.2181 -0.2037
C 0.9371 -3.4123 -0.1112
C -0.1672 -3.2568 0.9559
C -1.5035 -2.7976 0.3879
S -1.4149 -1.0314 -0.0177
C -3.0848 -0.6300 -0.4825
S -3.9927 -1.7356 -1.2882
N -3.4632 0.6430 -0.1178
C -4.6640 1.1616 -0.7838
C -4.4757 1.4060 -2.2786
C -3.4810 0.8423 1.3529
C -4.2447 -0.2180 2.1371
C 2.3672 -1.6073 1.0599
O 2.7234 -2.2611 2.0101
C 2.4257 -0.1002 1.0620
N 2.0821 0.5370 2.2594
C 2.7776 0.5116 -0.0766
C 2.8309 2.0104 -0.1923
C 4.1862 2.6367 0.1679
O 5.1325 2.3670 -0.8431
C 3.9935 4.1480 0.3085
F 5.1470 4.7746 0.5659
F 3.4724 4.6803 -0.8073
F 3.1486 4.4434 1.3133
C 3.0873 -0.3839 -1.2405
O 3.9815 -0.1809 -2.0168
H 1.3576 -2.9495 -4.6660
H 1.5083 -4.3153 0.1167
H 0.4745 -3.5828 -1.0837
H -0.3316 -4.2286 1.4248
H 0.1143 -2.5835 1.7669
H -2.2668 -2.9056 1.1630
H -1.8456 -3.3946 -0.4551
H -4.8521 2.1407 -0.3356
H -5.5555 0.5638 -0.5709
H -5.3388 1.9724 -2.6336
H -3.6079 2.0533 -2.4092
H -4.3904 0.4904 -2.8537
H -2.4505 0.9234 1.6961
H -3.9522 1.8051 1.5496
H -5.3004 -0.2547 1.8700
H -4.2031 0.0612 3.1936
H -3.8018 -1.2090 2.0519
H 2.7712 1.2089 2.5678
H 1.9378 -0.1634 2.9772
H 2.0718 2.4025 0.4915
H 2.5413 2.3197 -1.1960
H 4.5333 2.2735 1.1393
H 5.4380 3.1935 -1.2297
```

Here are the Löwdin charges for atoms 1 to 5, given in e: number 1, C, carries 0.17; number 2, C, carries -0.06; number 3, C, carries -0.11; number 4, C, carries -0.11; number 5, C, carries -0.12

---

no.,calculated total energy (eV)
1,-47092.326
2,-106032.683
3,-53842.169
4,-2352285.707
5,-59019.397